#w
# C2H2ClNO2

A single C2H2ClNO2 molecule (ωB97M-V/def2-TZVPD, the Open Molecules 2025 dataset).

Properties
SMILES string = O=NCC(=O)Cl
HOMO-LUMO gap = 9.19 eV
M = 107.5 g/mol

The geometry in XYZ format:
```
8
C2H2ClNO2 ωB97M-V/def2-TZVPD
O -0.414 -2.472 -0.913
N -0.176 -1.290 -0.906
C -0.639 -0.533 0.254
C -1.779 0.561 -0.148
O -1.705 1.203 -1.138
Cl -3.172 0.324 0.774
H 0.214 0.031 0.445
H -1.162 -0.935 1.072
```



#x
# C2H2ClNO2

A single C2H2ClNO2 molecule (ωB97M-V/def2-TZVPD, the Open Molecules 2025 dataset).

Properties
SMILES string = C=C(Cl)[N+](=O)[O-]
HOMO-LUMO gap = 9.83 eV
M = 107.5 g/mol

The geometry in XYZ format:
```
8
C2H2ClNO2 ωB97M-V/def2-TZVPD
C 1.184 -0.357 -0.023
C -0.139 -0.543 0.079
Cl -1.164 -1.868 -0.028
N -0.900 0.734 -0.026
O -0.343 1.832 -0.002
O -2.110 0.632 0.004
H 2.050 -1.128 0.199
H 1.421 0.697 -0.202
```



Relative energies with respect to the most stable structure, expressed in kcal/mol: #w 0.0; #x 21.6.



#w
# C4H15NO3

3 unconnected molecules or ions with the total composition C4H15NO3 (ωB97M-V/def2-TZVPD, the Open Molecules 2025 dataset).

Properties
SMILES string = CCNCCO.O.O
HOMO-LUMO gap = 9.78 eV
M = 125.2 g/mol

The geometry in XYZ format:
```
23
C4H15NO3 ωB97M-V/def2-TZVPD
C -0.802 -1.610 2.145
C -1.341 -0.247 1.725
N -0.499 0.350 0.660
C -1.113 1.353 -0.172
C -0.312 1.424 -1.475
O -1.000 0.821 -2.576
H -0.051 -1.459 2.932
H -1.570 -2.304 2.465
H -0.156 -2.106 1.414
H -2.325 -0.426 1.254
H -1.488 0.415 2.575
H -0.342 -0.479 0.099
H -2.174 1.173 -0.426
H -1.088 2.317 0.344
H 0.634 0.892 -1.367
H -0.044 2.419 -1.835
H -1.926 0.610 -2.419
O -0.074 -1.895 -2.214
H -0.222 -0.946 -2.368
H 0.769 -2.155 -2.616
O 4.943 1.041 0.560
H 4.443 0.218 0.341
H 5.739 0.596 0.956
```



#x
# C4H15NO3

5 unconnected molecules or ions with the total composition C4H15NO3 (ωB97M-V/def2-TZVPD, the Open Molecules 2025 dataset).

Properties
HOMO-LUMO gap = 5.21 eV
M = 125.2 g/mol

The geometry in XYZ format:
```
23
C4H15NO3 ωB97M-V/def2-TZVPD
N 2.286 0.376 0.192
C 1.232 1.068 -0.435
C 0.413 0.097 -1.396
C 0.884 -1.399 -0.772
C 1.846 -1.055 0.405
H 3.065 0.372 -0.374
H 1.595 1.844 -1.066
H 0.559 1.568 0.513
H 0.637 0.231 -2.497
H -0.673 0.231 -1.354
H 1.505 -1.847 -1.485
H 0.063 -1.913 -0.296
H 2.751 -1.537 0.261
H 1.287 -1.028 1.307
H -1.517 1.701 0.628
H -2.937 1.881 0.161
O -2.091 2.216 0.016
H -1.729 0.860 2.285
H 0.703 2.587 0.975
O -0.947 0.444 1.865
H -2.645 -2.958 -0.253
H -2.372 -1.480 0.572
O -2.279 -2.086 -0.324
```



#y
# C4H15NO3

4 unconnected molecules or ions with the total composition C4H15NO3 (ωB97M-V/def2-TZVPD, the Open Molecules 2025 dataset).

Properties
SMILES string = C=C(C)NC.O.O.O
HOMO-LUMO gap = 9.21 eV
M = 125.2 g/mol

The geometry in XYZ format:
```
23
C4H15NO3 ωB97M-V/def2-TZVPD
C 0.444 1.798 -1.392
C 0.616 0.826 -0.514
C -0.208 0.769 0.734
N 1.607 -0.140 -0.692
C 1.150 -1.557 -0.581
H -0.235 2.615 -1.175
H 1.135 1.903 -2.220
H -0.956 -0.025 0.618
H 0.311 0.553 1.667
H -0.796 1.676 0.816
H 2.133 -0.085 -1.552
H 0.574 -1.607 0.331
H 0.487 -1.813 -1.406
H 1.993 -2.238 -0.492
O -3.598 0.226 1.413
H -4.382 -0.277 1.173
H -3.767 0.548 2.303
O -2.569 -0.130 -1.789
H -1.716 -0.470 -2.083
H -2.348 0.776 -1.534
O 3.630 -1.017 2.396
H 3.146 -0.420 1.809
H 3.350 -1.910 2.170
```



Relative energies with respect to the most stable structure, expressed in kcal/mol: #w 3.4; #x 163.1; #y 0.0.



#w
# C4H15NO3

4 unconnected molecules or ions with the total composition C4H15NO3 (ωB97M-V/def2-TZVPD, the Open Molecules 2025 dataset).

Properties
SMILES string = CC/C=C/N.O.O.O
HOMO-LUMO gap = 8.93 eV
M = 125.2 g/mol

The geometry in XYZ format:
```
23
C4H15NO3 ωB97M-V/def2-TZVPD
C -1.940 2.476 -0.908
C -1.815 0.966 -1.181
C -0.492 0.480 -1.726
C 0.661 1.055 -1.392
N 1.907 0.685 -1.962
H -1.555 2.714 0.080
H -2.993 2.735 -0.867
H -1.418 3.106 -1.611
H -2.067 0.494 -0.235
H -2.626 0.669 -1.850
H -0.507 -0.353 -2.434
H 0.766 1.833 -0.638
H 2.649 0.650 -1.277
H 1.812 -0.211 -2.415
O -6.978 -0.364 -1.796
H -6.470 -1.171 -1.910
H -7.503 -0.480 -0.994
O 3.335 -5.256 3.544
H 3.043 -5.384 2.640
H 2.650 -5.571 4.148
O 5.232 1.014 3.859
H 5.860 1.734 3.972
H 4.431 1.278 4.324
```



#x
# C4H15NO3

4 unconnected molecules or ions with the total composition C4H15NO3 (ωB97M-V/def2-TZVPD, the Open Molecules 2025 dataset).

Properties
SMILES string = C/C=C/NC.O.O.O
HOMO-LUMO gap = 9.15 eV
M = 125.2 g/mol

The geometry in XYZ format:
```
23
C4H15NO3 ωB97M-V/def2-TZVPD
C 1.618 -2.088 -0.099
C 1.115 -0.687 -0.228
C 0.540 -0.208 -1.328
N 0.146 1.157 -1.513
C -0.753 1.429 -2.633
H 0.939 -2.711 0.495
H 1.885 -2.575 -1.034
H 2.513 -2.119 0.505
H 1.321 -0.016 0.598
H 0.325 -0.848 -2.177
H 0.895 1.817 -1.408
H -1.443 2.220 -2.368
H -0.226 1.743 -3.540
H -1.319 0.548 -2.804
O -0.636 -0.325 3.507
H -0.554 0.548 3.075
H -0.063 -0.291 4.277
O -0.824 2.333 1.048
H -0.634 1.970 0.178
H -1.265 3.190 0.898
O -1.335 -2.065 1.426
H -1.298 -1.614 2.290
H -0.944 -1.408 0.835
```



Relative energies with respect to the most stable structure, expressed in kcal/mol: #w 7.4; #x 0.0.



#w
# C5H8NO

A gas-phase ion, C5H8NO (charge +1) (ωB97M-V/def2-TZVPD, the Open Molecules 2025 dataset).

Properties
SMILES string = C[NH2+]C(C)=C=C=O
total charge = +1
HOMO-LUMO gap = 8.32 eV
M = 98.1 g/mol

The geometry in XYZ format:
```
15
C5H8NO ωB97M-V/def2-TZVPD
C -0.890 0.557 -1.402
N -0.200 0.663 -0.081
C -0.423 -0.554 0.830
C 0.844 -1.007 1.480
C -1.602 -1.046 1.059
C -2.816 -1.417 0.986
O -3.990 -1.899 1.143
H -1.898 0.728 -1.404
H -0.777 1.170 -2.213
H -0.797 -0.494 -1.777
H -0.454 1.643 0.335
H 0.828 0.688 -0.237
H 1.689 -0.801 0.811
H 0.878 -0.557 2.457
H 0.928 -2.049 1.645
```



#x
# C5H8NO

2 unconnected molecules or ions with the total composition C5H8NO (ωB97M-V/def2-TZVPD, the Open Molecules 2025 dataset).

Properties
total charge = +1
HOMO-LUMO gap = 11.01 eV
M = 98.1 g/mol

The geometry in XYZ format:
```
15
C5H8NO ωB97M-V/def2-TZVPD
C 0.612 0.591 -0.659
C -2.069 -1.449 -0.588
C -1.598 -0.857 0.513
C -1.011 -1.650 1.716
C 2.348 2.312 -1.316
N 1.512 1.270 -0.933
O -2.338 -2.004 -1.535
H -0.715 -0.278 -0.025
H -2.111 0.003 0.865
H 0.045 -1.407 1.797
H -1.092 -2.759 1.504
H -1.493 -1.416 2.594
H 2.100 3.126 -0.642
H 2.494 2.573 -2.355
H 3.317 1.944 -0.937
```



#y
# C5H8NO

A gas-phase ion, C5H8NO (charge +1) (ωB97M-V/def2-TZVPD, the Open Molecules 2025 dataset).

Properties
total charge = +1
HOMO-LUMO gap = 8.80 eV
M = 98.1 g/mol

The geometry in XYZ format:
```
15
C5H8NO ωB97M-V/def2-TZVPD
C 0.915 -0.458 -1.090
C -0.282 -1.088 -1.052
C 1.282 0.428 0.039
C -0.955 -1.133 0.201
C 0.098 0.536 1.002
N -1.102 1.006 0.296
O -0.415 -0.759 1.325
H 1.621 -0.597 -1.896
H -0.682 -1.648 -1.880
H 2.171 0.038 0.550
H 1.551 1.419 -0.335
H -1.766 -1.850 0.322
H 0.355 1.055 1.931
H -0.950 1.770 -0.357
H -1.839 1.280 0.942
```



Relative energies with respect to the most stable structure, expressed in kcal/mol: #w 45.2; #x 21.4; #y 0.0.